Version i
{"formula": "C4H8NO2", "method": "ωB97M-V with the def2-TZVPD basis set", "lumo_ev": 3.01, "charge": -1, "e_homo_ha": -0.121, "elements": ["C", "N", "C", "C", "C", "O", "O", "H", "H", "H", "H", "H", "H", "H", "H"], "coordinates": [[1.0216, 0.8744, -0.8819], [-0.4435, 0.7592, -0.1270], [2.0439, 0.3907, 0.2145], [-0.9017, -0.5189, -0.1670], [-2.2343, -0.8386, 0.5067], [-2.7624, -2.0534, 0.3212], [1.2099, 0.3010, -2.0226], [1.0306, 1.9887, -0.9270], [3.0487, 0.6853, -0.0539], [1.8186, -0.6399, 0.4840], [1.7633, 1.0146, 1.0802], [-0.0721, -0.1858, 0.6796], [-0.4829, -1.1241, -0.9740], [-2.1081, -0.6350, 1.6274], [-2.9316, -0.0182, 0.2399]]}

***

Version ii
{"formula": "C4H8NO2", "method": "ωB97M-V with the def2-TZVPD basis set", "lumo_ev": 4.01, "charge": -1, "e_homo_ha": -0.150, "elements": ["O", "C", "O", "H", "C", "C", "C", "N", "H", "H", "H", "H", "H", "H", "H"], "coordinates": [[-2.0788, -0.5139, -1.1143], [-1.7825, -1.6645, -0.7401], [-0.7026, -2.0891, -0.2723], [-2.6238, -2.4163, -0.7618], [-0.4764, 1.8108, 0.9017], [0.5241, 0.6839, 0.7517], [2.7242, 0.3826, 0.0592], [1.7329, 1.1536, 0.0492], [-1.4023, 1.4504, 1.3614], [-0.0731, 2.6298, 1.5004], [-0.7675, 2.2000, -0.0717], [0.0887, -0.1169, 0.1499], [0.8276, 0.2921, 1.7274], [2.7093, -0.5746, 0.5756], [3.6240, 0.6886, -0.4756]]}

***

Version iii
{"formula": "C4H8NO2", "method": "ωB97M-V with the def2-TZVPD basis set", "lumo_ev": 3.91, "smiles": "N[C@@H](C=O)CC[O-]", "charge": -1, "e_homo_ha": -0.097, "elements": ["N", "C", "C", "O", "C", "C", "O", "H", "H", "H", "H", "H", "H", "H", "H"], "coordinates": [[0.1896, -1.4661, 1.4756], [0.0164, -0.6120, 0.3039], [-1.3964, -0.4747, -0.2155], [-2.3678, -0.3942, 0.5104], [0.6746, 0.7476, 0.3432], [0.6128, 1.2650, -1.1734], [1.1742, 0.4078, -2.0439], [-0.5178, -1.3135, 2.1987], [0.0537, -2.4364, 1.2135], [0.6790, -1.0960, -0.4263], [-1.4973, -0.6307, -1.3119], [0.1609, 1.5636, 0.9009], [1.6917, 0.8047, 0.7365], [0.9994, 2.3306, -1.1288], [-0.4730, 1.3043, -1.3828]]}

***

Version iv
{"formula": "C4H8NO2", "method": "ωB97M-V with the def2-TZVPD basis set", "lumo_ev": 4.05, "smiles": "CC1(C)NO[C@@H]1[O-]", "charge": -1, "e_homo_ha": -0.099, "elements": ["C", "C", "C", "N", "O", "C", "O", "H", "H", "H", "H", "H", "H", "H", "H"], "coordinates": [[-1.2083, -0.5543, 0.6909], [0.0539, 0.0637, 0.0450], [1.2235, -0.2537, 0.9239], [-0.3278, 1.4520, -0.2517], [-0.4664, 1.3243, -1.6258], [0.0486, -0.2414, -1.5553], [-0.7053, -1.1166, -2.0183], [-1.9891, -0.5994, -0.1362], [-1.5502, 0.3483, 1.4205], [-1.1577, -1.4124, 1.4074], [0.8989, -0.1404, 1.9131], [2.1997, 0.2272, 0.8766], [1.4372, -1.2624, 0.5406], [0.4182, 2.2019, -0.1320], [1.1247, -0.0367, -2.0988]]}

***

We find version ii to be the most stable, with the next structure 36.9 kcal/mol higher.

***

Version i
{"formula": "C4H12N4", "method": "ωB97M-V with the def2-TZVPD basis set", "lumo_ev": [0.21, 0.21], "charge": 0, "e_homo_ha": [-0.289, -0.289], "elements": ["C", "N", "N", "N", "N", "H", "H", "H", "H", "H", "H", "C", "C", "C", "H", "H", "H", "H", "H", "H"], "coordinates": [[-0.8762, -0.7654, -2.0405], [-0.3354, 0.5679, -1.8208], [-1.3253, 1.5368, -1.5933], [0.7392, 0.5766, -0.9333], [1.2463, 1.7216, -0.7127], [-0.8860, 2.4270, -1.3809], [-1.8670, 1.2498, -0.7746], [2.1997, 1.5977, -0.3672], [-1.3925, -1.1133, -1.1393], [-1.5818, -0.7139, -2.8679], [-0.0653, -1.4543, -2.2841], [1.1388, 0.1418, 2.2809], [0.3285, -0.6133, 1.3005], [-0.5102, -1.6114, 1.5541], [0.7920, -0.4058, -0.1531], [2.0212, -0.4198, 2.6093], [0.5549, 0.3640, 3.1811], [1.4898, 1.0916, 1.8396], [-1.1323, -2.0574, 0.7815], [-0.5383, -2.1201, 2.5206]]}

***

Version ii
{"formula": "C4H12N4", "method": "ωB97M-V with the def2-TZVPD basis set", "lumo_ev": 0.86, "smiles": "[H]/N=N\\N(C)[C@@H](C)NC", "charge": 0, "e_homo_ha": -0.300, "elements": ["H", "N", "N", "N", "C", "C", "C", "N", "C", "H", "H", "H", "H", "H", "H", "H", "H", "H", "H", "H"], "coordinates": [[-0.1585, -2.7601, 1.0642], [-0.7829, -2.7831, 0.2520], [-0.6932, -1.8176, -0.4975], [0.6455, -1.0073, -0.2743], [1.1503, -0.4754, -1.5325], [0.3765, -0.0930, 0.8009], [1.1863, 1.1971, 0.8824], [-1.1393, 0.1646, 0.7704], [-1.7199, 1.1157, -0.1498], [2.1025, 0.0438, -1.3781], [1.3055, -1.3082, -2.2246], [0.4434, 0.2175, -2.0006], [0.5190, -0.6448, 1.7374], [2.2497, 0.9585, 0.9836], [1.0678, 1.8185, -0.0092], [0.8871, 1.7909, 1.7517], [-1.7475, -0.6053, 1.0432], [-2.5853, 1.6096, 0.3048], [-2.0492, 0.6467, -1.0811], [-1.0578, 1.9319, -0.4430]]}

***

Version iii
{"formula": "C4H12N4", "method": "ωB97M-V with the def2-TZVPD basis set", "lumo_ev": 0.85, "smiles": "C/C(N)=C(/N)N(C)N", "charge": 0, "e_homo_ha": -0.258, "elements": ["C", "C", "N", "C", "N", "N", "C", "N", "H", "H", "H", "H", "H", "H", "H", "H", "H", "H", "H", "H"], "coordinates": [[-1.7432, 0.0823, -0.9390], [-0.4481, -0.6014, -0.7944], [-0.3346, -2.0520, -1.7724], [0.6486, -0.6655, -0.1401], [1.9423, -1.0828, -0.1753], [0.6146, 0.8116, 0.8776], [-0.3669, 0.9585, 1.9347], [1.1730, 2.0131, 0.4462], [-2.0862, 0.0168, -1.9748], [-2.5048, -0.3783, -0.3050], [-1.6433, 1.1434, -0.6859], [-0.7480, -2.8528, -1.2970], [0.6082, -2.2659, -2.0894], [2.4674, -0.5190, 0.4923], [2.0184, -2.0785, -0.0112], [-0.6945, -0.0288, 2.2690], [0.0694, 1.4969, 2.7866], [-1.2526, 1.5238, 1.6068], [1.8194, 1.8199, -0.3176], [0.4611, 2.6587, 0.0890]]}

***

Version iv
{"formula": "C4H12N4", "method": "ωB97M-V with the def2-TZVPD basis set", "lumo_ev": 0.73, "charge": 0, "e_homo_ha": -0.300, "elements": ["C", "C", "C", "N", "N", "C", "N", "N", "H", "H", "H", "H", "H", "H", "H", "H", "H", "H", "H", "H"], "coordinates": [[-0.0109, -0.7277, 1.5518], [0.7627, 1.3235, -0.0337], [0.8033, -0.9346, -2.2665], [-0.1889, 0.2243, -0.0335], [-1.5355, 0.6052, 0.4054], [-0.4738, -0.6533, -1.5908], [-0.0949, -0.1970, 2.8103], [-1.6674, -0.8734, -1.7075], [-1.7104, 1.5335, 0.0103], [-2.1418, -0.2296, -0.6022], [0.6857, 0.3565, 3.1362], [-1.0028, 0.1801, 3.0502], [-0.8423, -1.3863, 1.3232], [0.9830, -1.1114, 1.3370], [0.4843, 2.1184, -0.7346], [1.7566, 0.9679, -0.3108], [0.8251, 1.8035, 0.9481], [1.2627, 0.0048, -2.5826], [1.4889, -1.4341, -1.5805], [0.6161, -1.5702, -3.1297]]}

***

We find version ii to be the most stable, with the next structure 21.5 kcal/mol higher.

***

Version i
{"formula": "C3H8N4O", "method": "ωB97M-V with the def2-TZVPD basis set", "lumo_ev": 0.10, "smiles": "[H]/N=C\\[C@@H](N)O.N=C=N", "charge": 0, "e_homo_ha": -0.316, "elements": ["H", "N", "C", "C", "N", "O", "H", "H", "H", "H", "H", "N", "C", "N", "H", "H"], "coordinates": [[-0.0004, 2.1327, -0.3747], [-0.0699, 1.6686, -1.2878], [0.2071, 0.4454, -1.2215], [1.4133, -0.2573, -0.2492], [1.4999, 0.2571, 1.0668], [1.2558, -1.6146, -0.3154], [0.0869, -0.1717, -2.1131], [2.3111, 0.0183, -0.8134], [0.6865, 0.0594, 1.6388], [1.7523, 1.2357, 1.1088], [0.3355, -1.8377, -0.0216], [-1.4463, -1.4983, 0.1261], [-1.5948, -0.2831, 0.3024], [-1.6911, 0.7333, 0.9780], [-2.2067, -2.1532, 0.0834], [-2.5393, 1.2653, 1.0925]]}

***

Version ii
{"formula": "C3H8N4O", "method": "ωB97M-V with the def2-TZVPD basis set", "lumo_ev": 0.81, "smiles": "N[C@H]1CNN=C1NO", "charge": 0, "e_homo_ha": -0.330, "elements": ["N", "C", "C", "N", "N", "C", "N", "O", "H", "H", "H", "H", "H", "H", "H", "H"], "coordinates": [[0.1093, -1.6615, -0.2834], [-0.4219, -0.4443, -0.9047], [-1.7521, 0.4564, -0.3161], [-1.3261, 0.7116, 1.0786], [0.1855, 0.6957, 1.1172], [0.6622, 0.3745, 0.0206], [1.9481, 0.4306, -0.3389], [2.7222, 1.0356, 0.6424], [-0.3488, -2.5037, -0.9008], [-0.3701, -1.5333, 0.6388], [-0.1026, -0.4399, -1.9196], [-2.1688, 1.2991, -0.7319], [-2.7446, -0.1073, -0.3729], [-1.2818, 1.8865, 1.2043], [2.3967, -0.5651, -0.4139], [2.4928, 0.3651, 1.4803]]}

***

We find version i to be the most stable, with the next structure 80.7 kcal/mol higher.